The following is a DFT calculation (the ωB97M-V functional and the def2-TZVPD basis) of C31H52AsBrNOPRuSeSi4 as an isolated structure at a distorted geometry.

Geometry (Å):
Ru 0.543 -0.171 0.757
O -1.611 3.418 -0.822
N -2.235 2.226 -0.350
C -3.545 2.261 -0.420
C -4.347 1.168 -0.081
C -5.757 1.247 -0.203
C -6.568 0.190 0.095
C -6.002 -1.024 0.518
C -4.633 -1.132 0.637
C -3.781 -0.063 0.376
P -1.989 -0.350 0.424
C -1.832 -1.137 -1.219
C -2.436 -2.332 -1.605
C -2.242 -2.821 -2.883
C -1.472 -2.124 -3.801
C -0.923 -0.902 -3.444
C -1.107 -0.413 -2.168
C -2.049 -1.707 1.672
C -2.530 -1.273 2.910
C -2.646 -2.143 3.972
C -2.264 -3.468 3.821
C -1.768 -3.904 2.606
C -1.665 -3.033 1.533
H -2.314 4.022 -1.129
H -4.040 3.171 -0.788
H -6.188 2.181 -0.548
H -7.643 0.276 -0.002
H -6.637 -1.869 0.747
H -4.223 -2.079 0.961
H -3.037 -2.886 -0.897
H -2.687 -3.766 -3.165
H -1.300 -2.534 -4.786
H -0.334 -0.340 -4.156
H -0.674 0.545 -1.880
H -2.822 -0.233 3.019
H -3.020 -1.793 4.927
H -2.346 -4.151 4.655
H -1.447 -4.932 2.490
H -1.284 -3.396 0.588
C 0.515 5.332 1.582
Si 0.489 3.461 2.012
C 1.833 3.260 3.369
C -1.213 2.945 2.727
As 0.732 2.114 0.088
Si 1.718 3.325 -1.678
C 1.217 2.384 -3.284
C 1.029 5.110 -1.879
C 3.631 3.569 -1.715
H 0.310 5.938 2.457
H -0.222 5.569 0.824
H 1.489 5.622 1.200
H 1.496 3.693 4.306
H 2.762 3.753 3.097
H 2.043 2.214 3.560
H -1.257 2.978 3.812
H -1.409 1.917 2.418
H -2.024 3.549 2.328
H 0.158 2.532 -3.479
H 1.379 1.316 -3.161
H 1.772 2.707 -4.162
H -0.016 5.131 -1.596
H 1.112 5.453 -2.906
H 1.565 5.815 -1.251
H 4.162 2.632 -1.600
H 3.956 4.234 -0.922
H 3.937 4.012 -2.658
Br 0.703 -0.282 3.268
C 3.753 -1.343 1.608
Si 2.980 0.139 0.627
C 4.038 1.627 1.270
C 3.671 -0.124 -1.162
H 4.712 -1.066 2.033
H 3.902 -2.181 0.934
H 3.117 -1.681 2.420
H 5.033 1.550 0.846
H 4.136 1.605 2.348
H 3.619 2.586 0.980
H 4.736 0.091 -1.179
H 3.184 0.498 -1.908
H 3.533 -1.160 -1.462
C 3.387 -4.890 0.177
Si 2.031 -4.247 -1.013
C 2.784 -4.075 -2.769
C 0.607 -5.524 -1.080
Se 1.056 -2.309 -0.402
H 3.494 -5.966 0.091
H 3.144 -4.658 1.209
H 4.352 -4.442 -0.041
H 3.056 -5.046 -3.171
H 3.673 -3.452 -2.765
H 2.067 -3.616 -3.443
H 0.911 -6.455 -1.551
H -0.230 -5.115 -1.641
H 0.248 -5.751 -0.080

Calculated values
maximum force: 1.84 eV Å⁻¹
<S²>: 8.8055
HOMO (spin up / spin down): -2.086 / -4.655 eV
net charge: -1
LUMO (spin up / spin down): 2.50 / 0.94 eV
2S+1: 6
Kohn-Sham gap (spin up / spin down): 4.588 / 5.594 eV



The following is a DFT calculation (the ωB97M-V functional and the def2-TZVPD basis) of a 14-piece molecular cluster, C31H52BN18O2S overall.

Geometry (Å):
C -4.637 -2.330 1.061
O -3.294 -1.800 1.030
B -2.497 -2.155 0.019
O -2.755 -3.188 -0.842
N -1.264 -1.352 -0.243
C -0.972 -0.087 -0.651
N -1.820 0.879 -0.926
C -3.258 0.882 -0.833
C -3.989 0.215 -2.051
N -3.156 -0.476 -3.013
N 0.354 0.089 -0.799
C 0.905 -1.047 -0.469
N -0.020 -1.966 -0.133
S 0.314 -3.557 0.357
H -4.604 -3.374 1.354
H -5.124 -2.230 0.103
H -5.223 -1.807 1.797
H -2.759 -4.033 -0.378
H -1.384 1.726 -1.256
H -3.565 1.919 -0.782
H -3.598 0.438 0.095
H -4.709 -0.497 -1.663
H -4.553 0.980 -2.570
H -2.929 -1.423 -2.752
H -2.337 0.043 -3.284
H 1.956 -1.278 -0.466
H 0.127 -3.440 1.693
C -2.113 4.894 0.634
C -1.783 4.434 -0.708
N -1.538 4.106 -1.781
H -1.469 5.728 0.903
H -3.152 5.219 0.667
H -1.967 4.085 1.347
C -1.038 -0.294 3.356
C -0.682 -0.820 4.665
N -0.388 -1.192 5.710
H -0.143 -0.179 2.745
H -1.735 -0.970 2.860
H -1.496 0.686 3.476
C 5.180 -0.049 -1.563
C 4.903 -1.468 -1.376
N 4.639 -2.573 -1.200
H 6.093 0.232 -1.048
H 5.289 0.171 -2.621
H 4.354 0.529 -1.164
C -7.747 -0.878 4.427
C -7.675 -1.054 2.981
N -7.618 -1.194 1.844
H -8.633 -1.377 4.813
H -6.864 -1.308 4.896
H -7.802 0.181 4.667
C 2.443 -1.696 -4.092
C 2.605 -0.247 -4.031
N 2.729 0.893 -3.981
H 1.533 -1.939 -4.634
H 3.294 -2.145 -4.599
H 2.379 -2.108 -3.086
C -4.864 3.302 3.526
C -3.453 2.963 3.403
N -2.333 2.730 3.317
H -5.107 3.470 4.573
H -5.075 4.209 2.963
H -5.475 2.489 3.139
C -0.212 2.330 6.386
C -0.932 3.586 6.206
N -1.497 4.572 6.060
H -0.832 1.505 6.047
H 0.710 2.344 5.808
H 0.028 2.183 7.437
C 2.599 -2.460 6.981
C 4.051 -2.592 6.950
N 5.193 -2.694 6.927
H 2.259 -2.322 8.004
H 2.292 -1.602 6.388
H 2.137 -3.356 6.572
C 3.281 4.270 -1.810
C 4.125 3.444 -0.958
N 4.798 2.782 -0.304
H 2.234 4.034 -1.630
H 3.454 5.321 -1.588
H 3.518 4.075 -2.854
C 2.746 2.361 3.295
C 1.888 3.305 2.587
N 1.229 4.065 2.035
H 3.669 2.211 2.739
H 2.983 2.751 4.283
H 2.237 1.404 3.399
C 9.319 -1.474 -3.277
C 8.403 -0.340 -3.306
N 7.683 0.552 -3.324
H 8.797 -2.376 -3.587
H 10.152 -1.290 -3.952
H 9.701 -1.612 -2.267
C -1.589 -1.844 -6.413
C -0.676 -2.746 -5.725
N 0.043 -3.454 -5.176
H -2.616 -2.083 -6.139
H -1.372 -0.815 -6.131
H -1.462 -1.947 -7.487
C 2.409 -4.150 -8.563
C 1.512 -3.004 -8.507
N 0.806 -2.102 -8.459
H 1.853 -5.037 -8.859
H 3.199 -3.963 -9.288
H 2.852 -4.317 -7.583

Calculated values
maximum force: 0.92 eV Å⁻¹
HOMO: -12.074 eV
net charge: +1
LUMO: -2.87 eV
Kohn-Sham gap: 9.209 eV